No. 1
Below is a cluster of 11 separate species, C48H119N5O20 in total in a non-equilibrium geometry, with properties calculated with ωB97M-V/def2-TZVPD.

Geometry as XYZ:
```
192
C48H119N5O20, DFT ωB97M-V/def2-TZVPD
C 1.487 -0.390 1.394
C 0.159 -0.421 0.606
C -0.083 0.874 -0.137
C 0.388 -1.594 -0.445
C 0.050 -3.029 0.003
C -1.342 -3.054 0.713
C -1.518 -2.070 1.930
C -3.011 -2.077 2.322
C -0.734 -2.617 3.117
N -1.060 -0.763 1.443
O -1.278 0.222 2.462
H 1.878 -1.358 1.706
H 2.305 0.152 0.919
H 1.364 0.081 2.370
H -0.328 1.676 0.560
H 0.685 1.156 -0.858
H -1.005 0.706 -0.692
H -0.151 -1.412 -1.375
H 1.423 -1.535 -0.781
H 0.048 -3.759 -0.806
H 0.735 -3.422 0.754
H -1.617 -4.102 0.835
H -1.920 -2.694 -0.138
H -3.453 -3.073 2.355
H -3.497 -1.482 1.549
H -3.094 -1.665 3.328
H 0.292 -2.901 2.886
H -1.169 -3.540 3.501
H -0.697 -1.811 3.850
H -0.686 -0.012 3.181
C 3.585 8.254 -1.058
C 2.257 7.466 -1.199
C 1.313 7.889 -0.082
C 1.535 7.867 -2.483
C 2.057 7.156 -3.717
C 2.037 5.667 -3.514
C 2.767 5.121 -2.272
C 2.258 3.687 -2.076
C 4.316 5.044 -2.509
N 2.414 5.983 -1.110
O 2.984 5.544 0.158
H 4.209 7.886 -0.244
H 4.289 8.178 -1.886
H 3.486 9.338 -0.998
H 0.299 7.493 -0.145
H 1.628 7.435 0.858
H 1.273 8.978 -0.072
H 0.446 7.815 -2.487
H 1.639 8.925 -2.724
H 1.339 7.427 -4.490
H 3.032 7.501 -4.063
H 2.713 5.327 -4.299
H 1.024 5.274 -3.589
H 2.389 2.991 -2.904
H 1.229 3.786 -1.731
H 2.674 3.433 -1.100
H 4.790 4.747 -1.573
H 4.812 5.911 -2.947
H 4.645 4.255 -3.185
H 2.439 4.767 0.302
C 3.869 -1.382 -4.729
O 4.996 -1.246 -3.783
C 5.386 -2.506 -3.072
C 5.163 -2.308 -1.558
N 6.069 -2.989 -0.684
C 5.992 -4.435 -0.714
C 6.418 -5.174 0.563
O 5.409 -5.182 1.587
C 5.063 -3.925 2.181
H 4.000 -0.564 -5.437
H 2.914 -1.402 -4.204
H 3.884 -2.272 -5.358
H 6.435 -2.753 -3.235
H 4.789 -3.351 -3.416
H 4.128 -2.530 -1.300
H 5.425 -1.258 -1.433
H 5.916 -2.860 0.306
H 6.730 -4.676 -1.480
H 5.046 -4.820 -1.094
H 7.270 -4.698 1.049
H 6.762 -6.177 0.309
H 4.439 -4.347 2.969
H 4.453 -3.422 1.430
H 5.919 -3.488 2.694
C -3.575 -6.118 1.798
O -4.820 -5.618 2.381
C -5.899 -5.311 1.444
C -5.710 -3.868 0.737
N -6.994 -3.359 0.184
C -7.660 -2.171 0.746
C -8.271 -2.606 2.118
O -9.018 -3.872 2.138
C -9.312 -4.170 3.507
H -3.635 -7.079 1.287
H -2.825 -6.324 2.562
H -3.212 -5.409 1.053
H -6.829 -5.275 2.011
H -5.894 -6.090 0.682
H -4.941 -3.965 -0.030
H -5.358 -3.085 1.408
H -7.709 -4.044 0.380
H -8.504 -1.814 0.156
H -7.058 -1.292 0.976
H -8.869 -1.771 2.484
H -7.469 -2.688 2.851
H -9.812 -5.134 3.604
H -9.751 -3.395 4.135
H -8.370 -4.394 4.008
C 6.184 1.407 -1.133
O 5.898 2.637 -0.463
C 4.981 2.483 0.624
C 5.223 3.648 1.660
N 4.615 3.518 2.969
C 3.233 3.123 3.070
C 2.559 3.563 4.326
O 3.064 4.814 4.791
C 2.313 5.959 4.295
H 6.665 0.608 -0.569
H 6.903 1.721 -1.890
H 5.270 1.113 -1.650
H 5.161 1.529 1.119
H 3.947 2.594 0.295
H 5.088 4.609 1.163
H 6.297 3.695 1.834
H 4.568 4.349 3.540
H 3.020 2.055 3.050
H 2.613 3.605 2.313
H 2.895 2.800 5.028
H 1.470 3.601 4.368
H 2.763 6.907 4.591
H 1.287 5.858 4.648
H 2.195 5.842 3.217
O -1.924 2.724 -2.723
C -2.554 3.978 -2.678
C -3.878 4.157 -3.339
O -3.612 3.913 -4.681
H -2.445 2.121 -2.188
H -2.590 4.180 -1.607
H -1.776 4.594 -3.130
H -4.091 5.217 -3.203
H -4.490 3.342 -2.952
H -2.978 3.192 -4.665
O -4.634 3.465 2.547
C -4.074 2.739 3.612
C -4.463 1.273 3.297
O -5.838 1.042 3.204
H -5.407 2.991 2.231
H -2.995 2.892 3.576
H -4.446 3.117 4.564
H -4.168 0.542 4.049
H -4.050 0.879 2.368
H -6.156 0.748 4.061
O -5.098 -1.868 -1.600
C -5.569 -0.507 -1.762
C -4.474 0.261 -2.497
O -3.505 0.770 -1.580
H -5.857 -2.402 -1.356
H -6.536 -0.395 -2.251
H -5.812 0.123 -0.906
H -4.974 1.106 -2.972
H -3.936 -0.339 -3.231
H -2.934 0.030 -1.359
O 2.697 0.235 4.664
C 2.468 -1.085 5.222
C 3.391 -2.107 4.524
O 4.778 -1.705 4.898
H 3.561 0.344 4.261
H 2.611 -1.163 6.300
H 1.435 -1.350 4.996
H 3.201 -2.025 3.454
H 3.312 -3.163 4.780
H 5.005 -1.819 5.824
O 1.239 -4.993 -5.338
C 1.147 -3.722 -4.677
C -0.326 -3.336 -4.349
O -1.014 -2.922 -5.505
H 0.734 -4.852 -6.142
H 1.741 -3.592 -3.773
H 1.737 -3.098 -5.348
H -0.322 -2.548 -3.595
H -0.929 -4.057 -3.797
H -0.783 -3.405 -6.302
O -3.882 -5.429 -4.384
C -3.735 -4.854 -3.030
C -2.767 -5.641 -2.271
O -3.321 -6.769 -1.633
H -4.455 -6.191 -4.267
H -3.391 -3.824 -3.129
H -4.721 -4.890 -2.568
H -2.360 -5.064 -1.440
H -1.959 -5.932 -2.942
H -3.062 -7.576 -2.084
```

SMILES string: CC1(C)CCCC(C)(C)N1O.CC1(C)CCCC(C)(C)N1O.COCCNCCOC.COCCNCCOC.COCCNCCOC.OCCO.OCCO.OCCO.OCCO.OCCO.OCCO
charge: 0
frontier orbital gap: 8.224 eV
HOMO: -7.935 eV
energy above the lowest of the compared OMol25 structures with the same formula, charge and spin: 73.7 kcal/mol

Results of the Löwdin charge analysis, in e, for atoms 1 through 99: atom 1 (C): -0.029, atom 2 (C): -0.443, atom 3 (C): -0.018, atom 4 (C): -0.122, atom 5 (C): -0.167, atom 6 (C): -0.122, atom 7 (C): -0.492, atom 8 (C): -0.019, atom 9 (C): -0.026, atom 10 (N): -0.059, atom 11 (O): -0.020, atom 12 (H): 0.061, atom 13 (H): 0.085, atom 14 (H): 0.059, atom 15 (H): 0.092, atom 16 (H): 0.090, atom 17 (H): 0.060, atom 18 (H): 0.096, atom 19 (H): 0.103, atom 20 (H): 0.099, atom 21 (H): 0.092, atom 22 (H): 0.093, atom 23 (H): 0.107, atom 24 (H): 0.067, atom 25 (H): 0.087, atom 26 (H): 0.079, atom 27 (H): 0.069, atom 28 (H): 0.094, atom 29 (H): 0.069, atom 30 (H): 0.068, atom 31 (C): -0.026, atom 32 (C): -0.487, atom 33 (C): -0.048, atom 34 (C): -0.155, atom 35 (C): -0.192, atom 36 (C): -0.139, atom 37 (C): -0.481, atom 38 (C): -0.029, atom 39 (C): -0.019, atom 40 (N): -0.059, atom 41 (O): -0.034, atom 42 (H): 0.080, atom 43 (H): 0.068, atom 44 (H): 0.080, atom 45 (H): 0.083, atom 46 (H): 0.066, atom 47 (H): 0.088, atom 48 (H): 0.118, atom 49 (H): 0.120, atom 50 (H): 0.112, atom 51 (H): 0.111, atom 52 (H): 0.118, atom 53 (H): 0.118, atom 54 (H): 0.103, atom 55 (H): 0.082, atom 56 (H): 0.046, atom 57 (H): 0.062, atom 58 (H): 0.073, atom 59 (H): 0.077, atom 60 (H): 0.065, atom 61 (C): -0.084, atom 62 (O): -0.204, atom 63 (C): -0.155, atom 64 (C): -0.218, atom 65 (N): -0.076, atom 66 (C): -0.224, atom 67 (C): -0.184, atom 68 (O): -0.212, atom 69 (C): -0.096, atom 70 (H): 0.086, atom 71 (H): 0.069, atom 72 (H): 0.071, atom 73 (H): 0.118, atom 74 (H): 0.106, atom 75 (H): 0.110, atom 76 (H): 0.093, atom 77 (H): 0.068, atom 78 (H): 0.111, atom 79 (H): 0.121, atom 80 (H): 0.119, atom 81 (H): 0.121, atom 82 (H): 0.084, atom 83 (H): 0.086, atom 84 (H): 0.102, atom 85 (C): -0.085, atom 86 (O): -0.209, atom 87 (C): -0.128, atom 88 (C): -0.151, atom 89 (N): -0.076, atom 90 (C): -0.171, atom 91 (C): -0.198, atom 92 (O): -0.200, atom 93 (C): -0.118, atom 94 (H): 0.077, atom 95 (H): 0.085, atom 96 (H): 0.047, atom 97 (H): 0.102, atom 98 (H): 0.117, atom 99 (H): 0.086


No. 2
Below is the molecule C3H6ClFS in a non-equilibrium geometry, with properties calculated with ωB97M-V/def2-TZVPD.

Geometry as XYZ:
```
12
C3H6ClFS, DFT ωB97M-V/def2-TZVPD
F 0.834 2.282 1.155
C 0.904 0.935 0.718
C -0.496 0.451 0.082
Cl -0.962 1.352 -1.473
C -0.557 -1.005 -0.156
S 0.811 -1.689 -1.121
H 0.992 0.315 1.615
H 1.832 0.882 0.151
H -1.208 0.676 0.914
H -1.525 -1.218 -0.573
H -0.576 -1.525 0.870
H -0.049 -1.458 -2.183
```

SMILES string: FC[C@@H](Cl)CS
charge: 0
frontier orbital gap: 10.277 eV
HOMO: -9.637 eV
energy above the lowest of the compared OMol25 structures with the same formula, charge and spin: 14.7 kcal/mol

In the Löwdin picture, each atom carries the following charge in e: atom 1 (F): -0.088, atom 2 (C): -0.195, atom 3 (C): -0.695, atom 4 (Cl): 0.546, atom 5 (C): -0.675, atom 6 (S): 0.701, atom 7 (H): 0.114, atom 8 (H): 0.105, atom 9 (H): 0.119, atom 10 (H): 0.062, atom 11 (H): 0.107, atom 12 (H): -0.101


No. 3
Below is the molecule C5H10N2S in a non-equilibrium geometry, with properties calculated with ωB97M-V/def2-TZVPD.

Geometry as XYZ:
```
18
C5H10N2S, DFT ωB97M-V/def2-TZVPD
C -2.275 -0.461 0.356
N -1.399 -0.444 -0.737
S -2.053 0.206 -2.179
C -0.080 -0.032 -0.386
N 0.674 0.577 -1.186
C 1.967 0.698 -0.629
C 1.931 0.175 0.776
C 0.671 -0.662 0.789
H -1.764 -0.824 1.371
H -2.691 0.619 0.625
H -3.097 -1.157 -0.078
H -2.589 1.558 -1.863
H 2.381 1.735 -0.704
H 2.634 -0.013 -1.050
H 1.842 0.859 1.632
H 2.708 -0.469 1.089
H 0.857 -1.725 0.343
H 0.282 -0.640 1.831
```

SMILES string: CN(S)C1=NCCC1
charge: 0
frontier orbital gap: 9.729 eV
HOMO: -8.931 eV
energy above the lowest of the compared OMol25 structures with the same formula, charge and spin: 58.4 kcal/mol

In the Löwdin picture, each atom carries the following charge in e: atom 1 (C): -0.218, atom 2 (N): -0.553, atom 3 (S): 0.738, atom 4 (C): -0.424, atom 5 (N): 0.075, atom 6 (C): -0.236, atom 7 (C): -0.208, atom 8 (C): -0.125, atom 9 (H): 0.109, atom 10 (H): 0.106, atom 11 (H): 0.097, atom 12 (H): -0.065, atom 13 (H): 0.130, atom 14 (H): 0.103, atom 15 (H): 0.114, atom 16 (H): 0.091, atom 17 (H): 0.160, atom 18 (H): 0.108


No. 4
Below is a structure of composition C62H52ClEuN2O7P2S in a non-equilibrium geometry, with properties calculated with ωB97M-V/def2-TZVPD.

Geometry as XYZ:
```
128
C62H52ClEuN2O7P2S, DFT ωB97M-V/def2-TZVPD
Eu 0.955 2.220 0.459
O 5.815 5.357 1.660
C 5.405 4.925 2.835
C 6.293 5.279 3.949
C 6.235 4.556 5.102
C 5.231 3.541 5.279
C 4.344 3.318 4.272
C 4.323 4.059 3.053
C 3.310 3.956 1.974
O 2.259 3.228 2.112
N 3.629 4.533 0.790
N 2.873 4.134 -0.203
C 3.433 4.532 -1.419
C 2.880 4.185 -2.659
C 3.064 5.024 -3.764
C 2.499 4.742 -5.013
C 1.816 3.506 -5.136
C 1.428 2.804 -3.940
C 1.997 3.084 -2.700
O 1.804 2.228 -1.749
H 4.972 5.140 1.036
H 6.936 6.066 3.674
H 7.112 4.632 5.774
H 5.223 3.015 6.213
H 3.577 2.511 4.374
H 4.385 5.034 -1.354
H 3.668 5.941 -3.611
H 2.598 5.455 -5.850
H 1.447 3.131 -6.076
H 0.770 1.978 -3.987
O -0.142 0.174 0.842
S -0.531 -1.237 0.305
C -2.027 -1.684 1.330
C -2.132 -3.008 1.693
C -2.950 -3.543 2.737
C -3.768 -2.682 3.426
C -4.596 -2.861 4.650
C -5.271 -1.475 4.795
C -4.729 -0.637 3.700
C -5.070 0.678 3.346
C -4.512 1.234 2.190
C -3.405 0.614 1.535
P -2.958 1.593 0.011
C -3.442 3.293 0.379
C -3.380 3.858 1.698
C -3.464 5.227 1.862
C -3.681 6.143 0.845
C -3.874 5.668 -0.437
C -3.787 4.212 -0.668
C -4.125 0.985 -1.158
C -3.761 0.027 -2.135
C -4.719 -0.416 -2.997
C -6.024 0.123 -3.002
C -6.349 1.097 -2.061
C -5.387 1.572 -1.146
C -2.974 -0.725 1.930
C -3.770 -1.297 2.978
C 0.747 -2.179 1.068
C 0.951 -1.944 2.462
C 1.527 -2.892 3.286
C 2.040 -4.071 2.717
C 2.901 -5.185 3.340
C 3.311 -6.102 2.084
C 2.630 -5.435 0.871
C 2.738 -5.673 -0.477
C 1.977 -4.852 -1.347
C 1.258 -3.723 -0.975
P 0.471 -2.727 -2.294
C -0.874 -3.827 -2.818
C -1.371 -4.953 -2.039
C -2.636 -5.470 -2.390
C -3.465 -4.894 -3.344
C -2.989 -3.758 -3.978
C -1.746 -3.221 -3.765
C 1.812 -2.873 -3.424
C 3.064 -2.351 -3.017
C 4.149 -2.405 -3.896
C 3.967 -3.068 -5.111
C 2.761 -3.587 -5.531
C 1.651 -3.454 -4.675
C 1.238 -3.392 0.429
C 1.926 -4.292 1.312
H -1.539 -3.734 1.049
H -2.889 -4.639 2.912
H -3.872 -2.984 5.473
H -5.230 -3.776 4.535
H -5.062 -1.049 5.818
H -6.381 -1.538 4.689
H -5.748 1.296 3.920
H -4.992 2.121 1.764
H -3.185 3.287 2.577
H -3.333 5.661 2.840
H -3.514 7.219 0.941
H -4.190 6.275 -1.303
H -4.009 3.816 -1.699
H -2.703 -0.212 -2.245
H -4.486 -1.287 -3.599
H -6.805 -0.180 -3.679
H -7.279 1.670 -2.143
H -5.656 2.428 -0.520
H 0.587 -0.993 2.875
H 1.565 -2.703 4.352
H 2.327 -5.706 4.178
H 3.808 -4.695 3.740
H 2.921 -7.132 2.207
H 4.403 -6.083 2.067
H 3.351 -6.421 -0.926
H 1.889 -5.170 -2.391
H -0.723 -5.504 -1.331
H -2.981 -6.292 -1.712
H -4.468 -5.208 -3.635
H -3.638 -3.373 -4.817
H -1.426 -2.342 -4.278
H 3.126 -1.919 -2.019
H 5.120 -2.065 -3.552
H 4.867 -3.165 -5.782
H 2.642 -4.024 -6.504
H 0.693 -3.861 -4.918
O 4.560 0.794 -0.955
H 4.131 1.466 -1.539
H 5.415 0.430 -1.304
O -0.395 4.490 0.635
H 0.170 5.129 1.145
H -1.158 4.328 1.201
Cl -1.314 2.354 -1.511
O 2.414 0.505 1.114
H 3.384 0.488 1.187
H 2.110 -0.426 0.909
```

charge: -1
frontier orbital gap (spin up / spin down): 3.477 / 5.382 eV
HOMO (spin up / spin down): -2.482 / -3.250 eV
multiplicity: 8

Results of the Löwdin charge analysis, in e, for atoms 1 through 99: atom 1 (Eu): 1.943, atom 2 (O): 0.021, atom 3 (C): -0.289, atom 4 (C): -0.019, atom 5 (C): -0.100, atom 6 (C): -0.115, atom 7 (C): -0.050, atom 8 (C): -0.086, atom 9 (C): -0.400, atom 10 (O): -0.223, atom 11 (N): -0.045, atom 12 (N): -0.029, atom 13 (C): -0.025, atom 14 (C): -0.207, atom 15 (C): -0.068, atom 16 (C): -0.119, atom 17 (C): -0.064, atom 18 (C): -0.016, atom 19 (C): -0.427, atom 20 (O): -0.301, atom 21 (H): 0.073, atom 22 (H): 0.090, atom 23 (H): 0.103, atom 24 (H): 0.082, atom 25 (H): 0.124, atom 26 (H): 0.116, atom 27 (H): 0.112, atom 28 (H): 0.091, atom 29 (H): 0.083, atom 30 (H): 0.084, atom 31 (O): -0.750, atom 32 (S): 0.973, atom 33 (C): -0.259, atom 34 (C): -0.087, atom 35 (C): -0.021, atom 36 (C): -0.171, atom 37 (C): -0.119, atom 38 (C): -0.130, atom 39 (C): -0.201, atom 40 (C): -0.019, atom 41 (C): -0.128, atom 42 (C): -0.228, atom 43 (P): 0.752, atom 44 (C): -0.424, atom 45 (C): -0.138, atom 46 (C): -0.133, atom 47 (C): -0.132, atom 48 (C): -0.065, atom 49 (C): -0.095, atom 50 (C): -0.380, atom 51 (C): -0.084, atom 52 (C): -0.089, atom 53 (C): -0.083, atom 54 (C): -0.089, atom 55 (C): -0.099, atom 56 (C): -0.085, atom 57 (C): -0.090, atom 58 (C): -0.428, atom 59 (C): -0.137, atom 60 (C): -0.055, atom 61 (C): -0.185, atom 62 (C): -0.121, atom 63 (C): -0.101, atom 64 (C): -0.170, atom 65 (C): -0.038, atom 66 (C): -0.119, atom 67 (C): -0.340, atom 68 (P): 1.061, atom 69 (C): -0.340, atom 70 (C): -0.055, atom 71 (C): -0.104, atom 72 (C): -0.103, atom 73 (C): -0.135, atom 74 (C): -0.131, atom 75 (C): -0.425, atom 76 (C): -0.077, atom 77 (C): -0.080, atom 78 (C): -0.123, atom 79 (C): -0.090, atom 80 (C): -0.088, atom 81 (C): -0.150, atom 82 (C): -0.103, atom 83 (H): 0.126, atom 84 (H): 0.117, atom 85 (H): 0.122, atom 86 (H): 0.129, atom 87 (H): 0.129, atom 88 (H): 0.123, atom 89 (H): 0.103, atom 90 (H): 0.086, atom 91 (H): 0.095, atom 92 (H): 0.097, atom 93 (H): 0.100, atom 94 (H): 0.100, atom 95 (H): 0.109, atom 96 (H): 0.092, atom 97 (H): 0.080, atom 98 (H): 0.089, atom 99 (H): 0.098